1.
Entry from the Open Molecules 2025 dataset: a structure of composition C2H5N2O4S2 (the ωB97M-V functional and the def2-TZVPD basis).

ΔE to the lowest compared entry with this formula, charge and spin (kJ/mol): 0.0
Largest force on an atom (eV/Å): 5.645
Charge: -1
HOMO (eV): -5.2
LUMO (eV): 3.3

Last column: Löwdin charge in e.
Geometry (Å):
C 1.536 -1.158 0.193  -0.74
C -1.954 1.603 -0.925  -0.34
N 1.032 -0.519 1.255  -0.11
N 2.692 -1.990 0.450  0.08
O 1.183 -1.067 -0.993  -0.12
O -2.150 -1.091 -0.334  -0.57
O -0.913 0.926 1.857  -0.39
O 0.621 1.928 0.111  -0.49
S -1.312 -0.093 -1.004  0.83
S -0.052 0.602 0.737  0.59
H -1.056 2.189 -1.071  0.02
H -2.759 1.770 -0.155  0.08
H -2.617 1.738 -1.739  0.01
H 3.132 -1.844 1.361  0.06
H 2.618 -2.994 0.259  0.07

***

2.
Entry from the Open Molecules 2025 dataset: a cluster of 13 separate species, C31H95N13O13 in total (the ωB97M-V functional and the def2-TZVPD basis).

ΔE to the lowest compared entry with this formula, charge and spin (kJ/mol): 0.0
Largest force on an atom (eV/Å): 2.367
HOMO (eV): -8.3
LUMO (eV): -0.3

Last column: Löwdin charge in e.
Geometry (Å):
C 25.962 16.035 -15.233  -0.66
O 25.241 17.044 -15.147  -0.01
N 26.504 15.623 -16.401  0.18
N 26.356 15.356 -14.142  0.17
H 26.273 16.123 -17.239  0.12
H 27.077 14.804 -16.338  0.11
H 27.142 14.739 -14.236  0.11
H 26.182 15.830 -13.271  0.12
C 19.544 12.533 -9.392  -0.69
O 20.291 11.612 -9.091  0.03
N 18.193 12.400 -9.560  0.14
N 19.944 13.836 -9.331  0.15
H 17.542 13.154 -9.474  0.09
H 17.897 11.486 -9.247  0.10
H 19.317 14.607 -9.462  0.09
H 20.920 14.074 -9.281  0.10
C 23.228 18.661 -12.627  -0.69
O 22.341 19.132 -11.897  -0.01
N 24.520 18.655 -12.236  0.16
N 22.954 18.155 -13.844  0.17
H 25.265 18.232 -12.755  0.08
H 24.696 19.154 -11.383  0.11
H 21.989 18.101 -14.153  0.06
H 23.683 17.694 -14.369  0.04
C 21.555 14.716 -13.174  -0.03
C 22.422 13.760 -14.005  -0.40
C 22.759 14.226 -15.404  -0.20
O 23.473 13.226 -16.128  -0.23
C 23.825 13.677 -17.463  -0.05
N 23.693 13.530 -13.271  0.05
H 20.627 14.854 -13.738  0.07
H 22.046 15.692 -13.144  0.06
H 21.378 14.355 -12.165  0.07
H 21.881 12.812 -14.067  0.12
H 23.283 15.191 -15.447  0.11
H 21.841 14.427 -15.981  0.13
H 24.375 12.863 -17.933  0.09
H 24.491 14.525 -17.332  0.06
H 22.859 13.800 -17.951  0.08
H 24.098 12.656 -13.635  0.02
H 24.389 14.171 -13.631  0.04
C 22.791 16.919 -19.024  -0.06
C 22.116 18.224 -19.432  -0.43
C 21.066 18.028 -20.528  -0.22
O 21.494 17.215 -21.595  -0.18
C 20.491 16.936 -22.542  -0.11
N 21.465 18.911 -18.318  0.05
H 23.590 16.607 -19.698  0.08
H 22.053 16.121 -18.921  0.08
H 23.335 16.975 -18.074  0.06
H 22.934 18.864 -19.788  0.14
H 20.796 19.039 -20.866  0.12
H 20.117 17.644 -20.137  0.13
H 19.814 16.149 -22.199  0.09
H 20.923 16.724 -23.517  0.09
H 19.880 17.841 -22.663  0.08
H 22.086 19.039 -17.529  0.07
H 21.252 19.829 -18.699  0.08
C 22.865 8.479 -20.844  -0.07
C 21.490 9.096 -20.725  -0.44
C 21.411 10.258 -19.729  -0.22
O 21.897 9.969 -18.445  -0.18
C 21.509 10.881 -17.442  -0.09
N 20.991 9.442 -22.084  0.04
H 23.511 9.087 -21.482  0.08
H 22.838 7.476 -21.272  0.08
H 23.294 8.428 -19.842  0.07
H 20.869 8.335 -20.235  0.14
H 20.354 10.544 -19.649  0.13
H 21.951 11.139 -20.105  0.13
H 21.471 11.900 -17.835  0.08
H 22.252 10.988 -16.650  0.08
H 20.604 10.540 -16.949  0.06
H 21.059 8.565 -22.593  0.07
H 19.989 9.607 -22.021  0.07
C 26.792 11.819 -10.613  -0.06
C 26.601 10.345 -11.041  -0.42
C 27.022 9.325 -9.992  -0.19
O 28.304 9.725 -9.487  -0.20
C 28.619 9.055 -8.299  -0.13
N 25.160 10.197 -11.266  0.03
H 26.382 12.558 -11.299  0.06
H 27.868 11.997 -10.506  0.07
H 26.283 11.959 -9.657  0.08
H 27.195 10.162 -11.940  0.13
H 27.046 8.330 -10.436  0.13
H 26.335 9.389 -9.143  0.12
H 29.562 9.365 -7.857  0.09
H 28.634 7.972 -8.494  0.09
H 27.822 9.153 -7.548  0.08
H 24.784 10.644 -12.089  0.02
H 24.662 10.642 -10.505  0.06
C 18.828 6.703 -14.320  -0.06
C 18.778 8.142 -14.866  -0.44
C 18.991 9.227 -13.822  -0.20
O 18.576 10.471 -14.378  -0.18
C 18.963 11.564 -13.584  -0.12
N 19.750 8.195 -15.945  0.05
H 18.332 6.029 -15.012  0.08
H 18.306 6.630 -13.360  0.07
H 19.849 6.456 -14.025  0.08
H 17.781 8.309 -15.290  0.14
H 20.038 9.254 -13.497  0.13
H 18.320 9.073 -12.965  0.13
H 18.365 11.551 -12.666  0.09
H 18.630 12.483 -14.076  0.09
H 20.012 11.752 -13.363  0.06
H 20.003 9.161 -16.117  0.02
H 20.605 7.762 -15.608  0.07
C 21.337 21.028 -15.400  -0.05
C 19.825 20.671 -15.302  -0.41
C 19.523 19.516 -14.349  -0.19
O 20.237 18.315 -14.622  -0.23
C 19.528 17.586 -15.624  -0.09
N 19.104 21.863 -14.801  0.01
H 21.638 21.760 -14.653  0.08
H 21.574 21.440 -16.383  0.06
H 21.956 20.135 -15.280  0.05
H 19.390 20.587 -16.299  0.12
H 18.436 19.441 -14.277  0.13
H 19.938 19.849 -13.393  0.13
H 20.139 16.694 -15.775  0.08
H 19.462 18.165 -16.550  0.07
H 18.498 17.365 -15.330  0.09
H 19.123 22.650 -15.426  0.06
H 19.366 22.119 -13.860  0.07
C 29.824 10.807 -23.294  -0.07
C 29.150 9.831 -22.330  -0.44
C 27.787 10.343 -21.871  -0.20
O 27.959 11.353 -20.876  -0.17
C 26.768 11.577 -20.194  -0.15
N 29.003 8.570 -23.035  0.03
H 30.614 10.335 -23.885  0.07
H 30.362 11.671 -22.889  0.07
H 29.134 11.278 -23.998  0.08
H 29.774 9.793 -21.429  0.14
H 27.298 9.526 -21.323  0.12
H 27.146 10.602 -22.717  0.13
H 26.411 10.703 -19.633  0.09
H 25.948 11.814 -20.889  0.09
H 26.721 12.448 -19.539  0.07
H 29.893 8.090 -23.055  0.08
H 28.350 7.985 -22.521  0.07
O 24.924 11.245 -14.412  -0.05
H 25.758 10.764 -14.476  0.06
H 24.747 11.569 -15.309  0.04
O 23.365 15.953 -10.027  -0.06
H 23.857 15.806 -10.842  0.01
H 22.517 16.309 -10.318  0.03
O 22.529 11.402 -11.645  -0.05
H 21.635 11.237 -11.948  0.01
H 22.872 12.104 -12.231  -0.01

***

3.
Entry from the Open Molecules 2025 dataset: a cluster of 2 separate species, C15H26BrF2IO9P2 in total (the ωB97M-V functional and the def2-TZVPD basis).

Largest force on an atom (eV/Å): 9.155
HOMO (eV): -9.1
LUMO (eV): -0.8

Last column: Löwdin charge in e.
Geometry (Å):
O -7.897 -1.325 6.855  -0.07
C -7.190 -0.768 5.834  -0.10
O -5.886 -1.351 5.369  -0.14
C -6.137 -2.797 5.384  -0.21
C -5.111 -3.669 4.397  -0.16
C -3.552 -3.668 4.899  -0.19
C -2.700 -2.315 4.613  -0.11
C -2.608 -1.796 3.072  -0.17
F -3.876 -1.507 2.305  -0.04
C -1.792 -2.884 2.097  -0.14
O -1.697 -4.213 2.190  0.03
O -1.044 -2.165 1.019  -0.10
C -0.535 -0.854 1.537  -0.40
P -0.259 0.508 0.183  0.66
O 1.248 0.140 -0.644  -0.41
Br -1.878 0.273 -1.431  0.24
C -1.702 -0.495 2.667  -0.48
F -2.639 0.337 1.822  -0.24
P -1.114 0.778 3.942  0.61
O -0.789 0.074 5.524  -0.43
I -3.064 2.341 4.170  0.38
H -7.681 0.158 5.312  0.16
H -7.232 -2.993 4.953  0.14
H -5.990 -3.203 6.471  0.14
H -5.488 -4.796 4.521  0.13
H -5.274 -3.413 3.267  0.12
H -3.047 -4.675 4.512  0.12
H -3.598 -3.800 6.085  0.13
H -3.021 -1.381 5.282  0.13
H -1.577 -2.540 4.953  0.15
H 0.509 -0.922 2.067  0.13
H 1.111 0.430 -1.600  0.05
H -0.463 0.793 6.140  0.06
C 4.390 2.043 -8.256  -0.11
O 4.215 2.520 -6.931  -0.21
C 2.876 2.351 -6.467  -0.19
C 2.836 2.343 -4.935  -0.17
O 3.246 1.092 -4.367  -0.14
C 4.651 0.809 -4.425  -0.17
C 5.473 1.649 -3.443  -0.19
O 5.675 2.966 -3.962  -0.21
C 5.977 3.905 -2.943  -0.11
H 3.767 2.610 -8.954  0.09
H 5.440 2.171 -8.530  0.09
H 4.149 0.976 -8.311  0.09
H 2.455 1.410 -6.844  0.13
H 2.285 3.188 -6.845  0.12
H 1.794 2.476 -4.625  0.12
H 3.399 3.174 -4.507  0.12
H 5.027 0.886 -5.447  0.12
H 4.746 -0.241 -4.131  0.13
H 6.458 1.194 -3.303  0.12
H 4.953 1.694 -2.480  0.12
H 5.161 3.956 -2.215  0.09
H 6.086 4.888 -3.405  0.09
H 6.912 3.638 -2.444  0.09

***

4.
Entry from the Open Molecules 2025 dataset: the molecule CH6FN4OP3 (the ωB97M-V functional and the def2-TZVPD basis).

ΔE to the lowest compared entry with this formula, charge and spin (kJ/mol): 20.0
Largest force on an atom (eV/Å): 5.496
HOMO (eV): -9.3
LUMO (eV): -0.9

Last column: Löwdin charge in e.
Geometry (Å):
H 2.201 -2.933 0.748  -0.01
N 1.199 -2.821 0.492  -0.31
P 0.676 -1.534 -0.181  0.83
N -0.983 -2.088 -0.113  -0.52
P -2.476 -1.315 -0.166  0.84
N -2.226 0.269 0.004  -0.43
P -0.885 1.115 0.269  0.27
N -0.114 0.812 1.577  -0.18
F -1.559 2.619 0.354  -0.20
O -0.030 1.185 -1.073  -0.35
C 1.261 1.782 -0.993  -0.13
H -1.176 -3.060 -0.229  -0.02
H -0.790 0.451 2.273  0.01
H 1.669 2.074 -1.926  0.07
H 2.080 0.904 -0.698  0.11
H 1.154 2.541 -0.338  0.03

***

5.
Entry from the Open Molecules 2025 dataset: a cluster of 4 separate species, C3H5NO2 in total (the ωB97M-V functional and the def2-TZVPD basis).

ΔE to the lowest compared entry with this formula, charge and spin (kJ/mol): 574.9
Largest force on an atom (eV/Å): 5.013
HOMO (eV): -10.2
LUMO (eV): -0.2

Last column: Löwdin charge in e.
Geometry (Å):
C -0.957 0.425 0.794  -0.12
C 0.813 -1.196 0.200  -0.32
C 0.451 0.658 -1.212  -0.28
H -0.407 1.755 1.472  0.20
H -1.170 -0.790 1.690  0.18
H -2.139 0.733 -0.164  0.21
H 0.559 -1.724 1.161  0.13
H 1.323 0.244 -1.770  0.15
N 0.067 -0.080 -0.098  -0.21
O 1.655 -1.654 -0.535  0.04
O -0.196 1.631 -1.538  0.03

***

6.
Entry from the Open Molecules 2025 dataset: a cluster of 5 separate species, C24H54N6O8PS4 in total (the ωB97M-V functional and the def2-TZVPD basis).

Largest force on an atom (eV/Å): 1.577
Charge: +1
HOMO (eV): -11.7
LUMO (eV): -2.6

Last column: Löwdin charge in e.
Geometry (Å):
C 3.811 2.372 5.335  -0.16
C 3.582 2.169 3.827  -0.42
P 3.031 0.468 3.431  1.02
C 2.412 0.665 1.736  -0.28
N 1.527 0.385 4.486  -0.16
C 1.741 -0.604 5.584  -0.18
C 0.806 -1.786 5.253  -0.10
N 0.109 -1.355 4.000  0.11
C 0.383 -0.016 3.868  -0.41
N -0.416 0.807 3.234  0.13
C -0.318 2.271 3.277  -0.11
C -1.568 2.958 2.656  -0.69
N -1.810 2.548 1.287  0.11
N -2.783 2.706 3.417  0.10
N -1.309 4.382 2.614  0.10
H 4.639 3.062 5.510  0.07
H 2.924 2.802 5.806  0.07
H 4.062 1.438 5.849  0.06
H 2.820 2.872 3.468  0.07
H 4.492 2.351 3.246  0.08
H 1.641 1.417 1.584  0.02
H 3.289 1.004 1.168  0.07
H 2.121 -0.287 1.287  0.02
H 2.788 -0.909 5.577  0.08
H 1.512 -0.133 6.541  0.12
H 1.365 -2.698 5.055  0.12
H 0.064 -1.949 6.035  0.12
H -0.892 -1.500 4.090  0.14
H -1.192 0.412 2.721  0.15
H 0.568 2.611 2.741  0.09
H -0.202 2.571 4.325  0.13
H -0.998 2.704 0.697  0.06
H -2.114 1.586 1.189  0.07
H -3.184 1.796 3.225  0.07
H -2.624 2.772 4.417  0.08
H -1.101 4.750 3.538  0.09
H -0.471 4.502 2.049  0.03
C -0.775 -2.128 -1.687  -0.22
C -1.138 -0.669 -2.000  -0.20
C 0.116 0.184 -1.771  -0.21
S 1.515 -0.907 -2.082  0.67
O 2.249 -1.068 -0.843  -0.35
O 2.219 -0.497 -3.267  -0.31
C 0.552 -2.375 -2.394  -0.22
H -1.543 -2.812 -2.036  0.10
H -0.658 -2.273 -0.609  0.11
H -1.445 -0.596 -3.044  0.11
H -1.969 -0.320 -1.387  0.11
H 0.195 1.033 -2.448  0.11
H 0.205 0.529 -0.741  0.08
H 1.105 -3.240 -2.034  0.11
H 0.411 -2.430 -3.474  0.08
C -3.063 -5.698 2.122  -0.23
C -4.156 -6.607 1.542  -0.21
C -4.472 -6.099 0.131  -0.21
S -2.961 -5.331 -0.473  0.66
O -3.193 -3.918 -0.663  -0.33
O -2.392 -6.106 -1.543  -0.31
C -2.008 -5.563 1.028  -0.23
H -2.637 -6.111 3.035  0.11
H -3.482 -4.717 2.357  0.11
H -3.787 -7.633 1.492  0.12
H -5.050 -6.610 2.162  0.12
H -4.744 -6.891 -0.563  0.11
H -5.240 -5.328 0.129  0.11
H -1.337 -4.714 1.143  0.10
H -1.434 -6.480 0.905  0.11
C 1.323 8.030 -0.783  -0.21
C -0.199 7.849 -0.696  -0.20
C -0.513 6.407 -1.113  -0.21
S 0.946 5.448 -0.694  0.68
O 1.544 4.922 -1.890  -0.30
O 0.633 4.536 0.392  -0.37
C 1.929 6.813 -0.089  -0.23
H 1.650 8.955 -0.310  0.12
H 1.641 8.056 -1.827  0.12
H -0.530 8.017 0.330  0.12
H -0.727 8.557 -1.331  0.12
H -1.364 5.978 -0.589  0.11
H -0.651 6.306 -2.188  0.11
H 2.971 6.621 -0.336  0.11
H 1.800 6.860 0.992  0.11
C 1.146 -4.243 -7.625  -0.22
C 1.918 -2.936 -7.398  -0.21
C 0.889 -1.802 -7.327  -0.21
S -0.627 -2.549 -6.708  0.67
O -1.643 -2.477 -7.725  -0.31
O -0.907 -2.057 -5.379  -0.34
C -0.005 -4.227 -6.625  -0.23
H 1.779 -5.118 -7.483  0.12
H 0.752 -4.275 -8.642  0.12
H 2.469 -2.993 -6.457  0.12
H 2.642 -2.752 -8.190  0.12
H 1.173 -1.003 -6.647  0.10
H 0.657 -1.392 -8.308  0.11
H -0.821 -4.906 -6.860  0.11
H 0.342 -4.396 -5.606  0.10